Version P
C2H2Cl3P | ωB97M-V with the def2-TZVPD basis set

net charge	0
structure (SMILES)	[H]/P=C(\Cl)C(Cl)Cl
gap between HOMO and LUMO	7.780	eV

Each atom is followed by the atoms it is bonded to, with distances in Å.
Geometry (Å):
1 Cl -1.451 1.401 -0.600  C5 1.749
2 Cl -1.987 -1.193 0.658  C5 1.857
3 Cl 1.480 -1.452 -0.264  C6 1.666
4 P 1.094 1.367 0.978  C6 1.856, H7 1.299
5 C -0.840 -0.229 -0.440  Cl1 1.749, Cl2 1.857, C6 1.451, H8 1.149
6 C 0.490 -0.174 0.138  Cl3 1.666, P4 1.856, C5 1.451
7 H 2.286 0.854 1.041  P4 1.299
8 H -1.073 -0.574 -1.511  C5 1.149


Version Q
C2H2Cl3P | ωB97M-V with the def2-TZVPD basis set

net charge	0
gap between HOMO and LUMO (spin up / spin down)	6.448 / 6.521	eV

Each atom is followed by the atoms it is bonded to, with distances in Å.
Geometry (Å):
1 Cl 1.501 0.273 -2.683  C5 1.895
2 Cl 1.348 -1.525 -0.433  P4 2.047, C5 1.733
3 Cl -0.786 1.742 -0.976  C6 1.673
4 P 1.376 -0.274 1.188  Cl2 2.047, H7 1.311
5 C 0.324 -0.597 -1.479  Cl1 1.895, Cl2 1.733, C6 1.437, H8 1.137
6 C -0.546 0.130 -0.596  Cl3 1.673, C5 1.437
7 H 0.634 -0.962 2.020  P4 1.311
8 H -0.040 -1.395 -2.202  C5 1.137


Most stable: version P. Least stable: version Q.


Version P
C4H10N2O2 | ωB97M-V with the def2-TZVPD basis set

net charge	0
structure (SMILES)	NC(=O)C[C@@H](N)CO
gap between HOMO and LUMO	10.293	eV

Each atom is followed by the atoms it is bonded to, with distances in Å.
Geometry (Å):
1 O -2.001 0.833 0.574  C8 1.225
2 O 2.800 -1.222 0.861  C6 1.423, H15 0.966
3 N -1.883 1.927 -1.351  C8 1.385, H12 1.010, H18 1.007
4 N -0.043 -1.140 1.246  C5 1.443, H10 1.017, H14 1.018
5 C 0.650 -0.260 0.335  N4 1.443, C6 1.494, C7 1.603, H13 1.116
6 C 1.922 -0.839 -0.192  O2 1.423, C5 1.494, H11 1.117, H17 1.107
7 C -0.290 0.100 -0.911  C5 1.603, C8 1.467, H9 1.102, H16 1.122
8 C -1.451 0.908 -0.518  O1 1.225, N3 1.385, C7 1.467
9 H 0.361 0.688 -1.578  C7 1.102
10 H -0.944 -0.695 1.408  N4 1.017
11 H 1.762 -1.768 -0.791  C6 1.117
12 H -1.830 1.798 -2.352  N3 1.010
13 H 1.035 0.602 0.929  C5 1.116
14 H -0.328 -2.009 0.799  N4 1.018
15 H 2.224 -1.486 1.590  O2 0.966
16 H -0.541 -0.917 -1.314  C7 1.122
17 H 2.543 -0.331 -0.955  C6 1.107
18 H -2.615 2.493 -0.955  N3 1.007


Version Q
C4H10N2O2 | ωB97M-V with the def2-TZVPD basis set

net charge	0
structure (SMILES)	C[C@@H](N)C(=O)NCO
gap between HOMO and LUMO	9.994	eV

Each atom is followed by the atoms it is bonded to, with distances in Å.
Geometry (Å):
1 O 2.771 0.067 -0.149  C6 1.407, H14 0.963
2 O -0.562 1.822 -1.042  C5 1.213
3 N -1.132 -1.299 0.213  C8 1.453, H15 1.007, H16 1.008
4 N 0.775 0.073 -1.486  C5 1.377, C6 1.443, H18 1.012
5 C -0.148 0.733 -0.706  O2 1.213, N4 1.377, C8 1.532
6 C 1.845 -0.691 -0.890  O1 1.407, N4 1.443, H9 1.076, H11 1.091
7 C -1.745 0.828 1.209  C8 1.522, H10 1.084, H12 1.093, H13 1.079
8 C -0.631 0.020 0.561  N3 1.453, C5 1.532, C7 1.522, H17 1.095
9 H 2.401 -1.163 -1.680  C6 1.076
10 H -1.980 0.442 2.195  C7 1.084
11 H 1.412 -1.502 -0.302  C6 1.091
12 H -1.459 1.879 1.306  C7 1.093
13 H -2.583 0.888 0.533  C7 1.079
14 H 2.345 0.834 0.247  O1 0.963
15 H -0.514 -2.084 0.331  N3 1.007
16 H -2.036 -1.483 0.619  N3 1.008
17 H 0.176 -0.026 1.299  C8 1.095
18 H 1.065 0.662 -2.257  N4 1.012


Version R
C4H10N2O2 | ωB97M-V with the def2-TZVPD basis set

net charge	0
structure (SMILES)	CC(=O)[C@H](N)CON
gap between HOMO and LUMO	9.148	eV

Each atom is followed by the atoms it is bonded to, with distances in Å.
Geometry (Å):
1 O -0.210 -1.337 1.248  C7 1.209
2 O -1.130 0.845 -0.003  N4 1.428, C5 1.760
3 N 2.058 0.248 0.762  C6 1.433, H9 1.016, H14 1.015
4 N -1.165 1.414 1.306  O2 1.428, H10 1.024, H18 1.018
5 C 0.411 1.194 -0.780  O2 1.760, C6 1.446, H12 1.084, H13 1.087
6 C 1.187 0.049 -0.358  N3 1.433, C5 1.446, C7 1.795, H11 1.089
7 C -0.258 -0.902 0.122  O1 1.209, C6 1.795, C8 1.502
8 C -0.859 -1.618 -1.054  C7 1.502, H15 1.089, H16 1.090, H17 1.089
9 H 2.151 -0.620 1.284  N3 1.016
10 H -1.022 0.636 1.956  N4 1.024
11 H 1.649 -0.526 -1.160  C6 1.089
12 H 0.073 1.211 -1.809  C5 1.084
13 H 0.635 2.154 -0.323  C5 1.087
14 H 1.656 0.920 1.408  N3 1.015
15 H -0.138 -2.312 -1.483  C8 1.089
16 H -1.746 -2.161 -0.725  C8 1.090
17 H -1.166 -0.916 -1.827  C8 1.089
18 H -2.127 1.721 1.436  N4 1.018


Most stable: version Q. Least stable: version R.


Version P
C4H7NO3 | ωB97M-V with the def2-TZVPD basis set

net charge	0
structure (SMILES)	OC(O)=C1CN1.C=O
gap between HOMO and LUMO	8.425	eV

Each atom is followed by the atoms it is bonded to, with distances in Å.
Geometry (Å):
1 O -1.105 2.486 0.597  C6 1.387, H15 0.985
2 O 1.079 2.727 1.507  C6 1.424, H12 0.924
3 O -0.757 -3.149 0.414  C5 1.189
4 N 1.334 -0.297 0.089  C7 1.377, C8 1.451, H13 1.132
5 C -0.758 -2.734 1.528  O3 1.189, H11 1.145, H14 1.154
6 C 0.102 1.879 0.912  O1 1.387, O2 1.424, C7 1.311
7 C 0.501 0.772 0.333  N4 1.377, C6 1.311, C8 1.457
8 C -0.034 -0.375 -0.388  N4 1.451, C7 1.457, H9 1.024, H10 1.118
9 H -0.790 -0.794 0.161  C8 1.024
10 H -0.108 -0.453 -1.500  C8 1.118
11 H -1.689 -2.470 2.140  C5 1.145
12 H 1.917 2.383 1.327  O2 0.924
13 H 1.594 -0.832 1.052  N4 1.132
14 H 0.129 -2.479 2.219  C5 1.154
15 H -1.276 3.184 1.270  O1 0.985


Version Q
C4H7NO3 | ωB97M-V with the def2-TZVPD basis set

net charge	0
structure (SMILES)	O=CN1CCOCO1
gap between HOMO and LUMO	10.443	eV

Each atom is followed by the atoms it is bonded to, with distances in Å.
Geometry (Å):
1 O 0.274 -0.942 -0.864  C7 1.338, C8 1.562
2 O -2.619 -0.393 -0.425  C5 1.293
3 O -0.488 -0.350 1.257  N4 1.346, C7 1.495
4 N -0.729 0.830 0.655  O3 1.346, C5 1.412, C6 1.562
5 C -1.817 0.598 -0.213  O2 1.293, N4 1.412, H11 1.144
6 C 0.618 1.202 -0.044  N4 1.562, C8 1.591, H13 1.100, H15 1.106
7 C -0.181 -1.448 0.289  O1 1.338, O3 1.495, H10 1.086, H14 1.121
8 C 1.476 -0.110 -0.313  O1 1.562, C6 1.591, H9 1.035, H12 1.216
9 H 2.370 -0.069 -0.833  C8 1.035
10 H -1.158 -1.912 0.201  C7 1.086
11 H -1.741 1.555 -0.835  C5 1.144
12 H 1.787 -0.637 0.738  C8 1.216
13 H 0.326 1.611 -1.023  C6 1.100
14 H 0.540 -1.864 1.040  C7 1.121
15 H 1.342 1.929 0.371  C6 1.106


Most stable: version P. Least stable: version Q.


Version P
C4H7NO3 | ωB97M-V with the def2-TZVPD basis set

net charge	0
structure (SMILES)	O=CN[C@@H](C=O)CO
gap between HOMO and LUMO	10.957	eV

Each atom is followed by the atoms it is bonded to, with distances in Å.
Geometry (Å):
1 O -0.939 -0.247 2.194  C6 1.411, H10 0.968
2 O 1.530 1.910 -1.056  C7 1.203
3 O -1.134 -2.048 -0.412  C8 1.221
4 N 0.453 -0.524 -0.974  C5 1.440, C8 1.343, H13 1.012
5 C 0.497 0.195 0.272  N4 1.440, C6 1.546, C7 1.505, H9 1.084
6 C -0.854 0.460 0.975  O1 1.411, C5 1.546, H11 1.096, H14 1.088
7 C 1.162 1.522 0.021  O2 1.203, C5 1.505, H15 1.104
8 C -0.411 -1.518 -1.241  O3 1.221, N4 1.343, H12 1.093
9 H 1.098 -0.309 1.021  C5 1.084
10 H -1.493 -1.033 2.085  O1 0.968
11 H -0.948 1.523 1.226  C6 1.096
12 H -0.422 -1.905 -2.264  C8 1.093
13 H 0.971 -0.114 -1.740  N4 1.012
14 H -1.687 0.209 0.321  C6 1.088
15 H 1.289 2.156 0.917  C7 1.104


Version Q
C4H7NO3 | ωB97M-V with the def2-TZVPD basis set

net charge	0
gap between HOMO and LUMO	10.177	eV

Each atom is followed by the atoms it is bonded to, with distances in Å.
Geometry (Å):
1 O -3.462 0.105 -0.223  C8 1.246
2 O 2.457 0.935 -0.839  C6 1.227
3 O -1.784 1.729 0.062  C8 1.401, H14 0.914
4 N 0.233 -0.154 -0.632  C5 1.531, C7 1.433, H13 1.171
5 C -1.158 -0.640 -0.216  N4 1.531, C8 1.540, H10 1.168, H15 1.077
6 C 2.469 0.486 0.304  O2 1.227, C7 1.563
7 C 1.257 -0.500 0.309  N4 1.433, C6 1.563, H11 1.275, H12 1.214
8 C -2.266 0.421 -0.073  O1 1.246, O3 1.401, C5 1.540
9 H 3.288 1.050 1.383  no bonds
10 H -1.872 -1.359 -0.798  C5 1.168
11 H 0.747 -0.529 1.478  C7 1.275
12 H 1.791 -1.564 0.072  C7 1.214
13 H 0.463 -0.380 -1.757  N4 1.171
14 H -0.903 1.522 0.189  O3 0.914
15 H -1.259 -1.122 0.742  C5 1.077


Most stable: version P. Least stable: version Q.